The following is a DFT calculation (ωB97M-V with the def2-TZVPD basis set) of C14H27BrCl2GdNP as an isolated structure.

Atoms and positions in Å:
C  1.133  -1.064  -2.644
H  0.042  0.160  8.119
H  0.309  2.151  4.267
H  0.710  2.736  -0.335
H  1.683  1.553  -3.859
Br  -0.434  -2.714  7.301
C  0.673  1.975  -3.754
C  -2.282  -1.580  -1.249
H  -2.309  0.554  -1.400
C  0.742  -2.516  -2.325
C  -1.870  -0.282  -1.983
H  -0.250  -2.776  -2.712
C  2.523  -0.769  -2.043
H  -1.786  -0.923  1.794
H  2.099  1.987  -1.120
Cl  -1.548  2.055  1.200
H  -0.754  2.394  -2.143
H  -2.171  0.806  -3.836
H  0.387  2.326  6.812
H  -1.514  -1.931  -0.543
H  -3.265  -0.591  -3.620
H  2.909  0.219  -2.327
H  1.467  -3.215  -2.777
N  0.054  0.078  4.333
C  0.222  1.361  6.320
H  1.248  0.913  1.414
H  0.740  -2.693  -1.230
C  -0.154  -1.095  4.985
H  3.256  -1.513  -2.391
Cl  0.962  -2.067  1.446
H  2.492  -0.816  -0.938
P  -0.077  0.127  -1.916
H  -3.181  -1.384  -0.646
H  -2.532  -2.381  -1.959
H  -0.011  1.408  -4.399
H  -0.277  -1.984  4.369
C  -0.167  -1.070  6.374
Gd  -0.263  0.069  2.115
H  1.160  -0.920  -3.741
H  1.493  3.559  -1.701
C  0.204  1.283  4.921
H  -1.551  -0.856  -4.056
H  0.679  3.020  -4.093
C  -2.239  -0.223  -3.468
C  0.222  1.896  -2.293
C  1.195  2.579  -1.304
C  0.033  0.153  7.032

For the HOMO-LUMO gap (alpha / beta), the calculation gives 5.04 / 4.48 eV. As for the multiplicity: 8. As for the energy above the lowest of the compared OMol25 structures with the same formula, charge and spin: 0.0 kcal per mole. Its total charge is -1.

---

The following is a DFT calculation (ωB97M-V with the def2-TZVPD basis set) of a 5-piece molecular cluster, C14H27ClNO14 overall.

Atoms and positions in Å:
C  0.592  -1.808  -1.010
H  -4.095  -3.061  2.434
O  -1.959  4.562  -0.161
O  -1.190  2.663  0.533
H  -3.593  0.544  6.912
C  -3.048  -2.788  2.578
C  -2.913  1.689  -5.373
O  0.303  -2.956  -1.373
O  -1.933  2.296  -5.030
O  -4.280  -0.605  3.449
H  -3.545  2.354  -2.905
C  -1.205  1.218  0.523
H  -2.172  0.845  0.865
H  -4.986  0.206  5.874
H  -2.439  -3.682  2.461
H  3.430  -1.071  0.003
H  -2.698  5.073  -2.033
H  6.580  -4.493  0.530
O  -3.232  -0.823  5.447
H  -1.403  1.556  -7.521
H  5.602  -1.250  3.957
O  -2.836  -2.285  3.902
N  3.012  -1.802  -0.564
C  -2.396  1.996  -7.617
H  -3.627  1.209  5.272
H  -2.344  3.082  -7.528
C  6.678  -1.076  3.973
H  2.210  -1.683  -2.500
H  6.936  -0.213  3.358
H  3.709  -2.378  -1.023
O  6.340  -2.048  1.536
C  7.619  -4.198  0.674
C  7.103  -2.603  2.278
H  -3.898  5.077  -0.699
H  6.982  -0.876  4.999
C  -3.551  1.304  -3.169
H  -2.675  6.353  -0.810
C  -3.525  -1.182  4.187
O  -3.283  1.454  -6.645
C  2.001  -1.286  -1.485
H  -2.734  -2.057  1.832
O  -2.871  2.649  -0.974
O  -0.142  -1.082  -0.270
H  -4.353  0.813  -2.621
O  7.823  -3.695  1.994
O  7.383  -2.237  3.534
H  8.249  -5.078  0.558
H  7.914  -3.458  -0.070
C  -2.865  5.294  -0.978
H  -0.974  0.836  -0.465
Cl  1.945  0.535  -1.597
H  -0.439  0.873  1.210
C  -2.081  3.226  -0.267
O  -3.818  1.134  -4.572
H  -2.794  1.746  -8.599
H  -2.607  0.833  -2.897
C  -3.905  0.352  5.887

For the HOMO-LUMO gap, the calculation gives 6.91 eV. Its total charge is -1.

---

The following is a DFT calculation (ωB97M-V with the def2-TZVPD basis set) of a 3-piece molecular cluster, C14H27F3N3O4P overall.

Atoms and positions in Å:
H  -4.959  -0.471  3.202
C  -5.387  0.527  3.070
H  -6.463  0.484  3.255
F  -1.365  0.391  -0.103
H  -3.048  0.812  2.107
H  0.085  1.260  -4.811
H  0.949  -1.455  4.404
H  3.638  -3.436  -1.053
O  -0.609  -1.928  -5.647
H  3.144  0.074  -2.009
H  2.521  -2.311  0.021
H  2.442  -0.271  6.099
H  1.148  0.825  5.530
H  3.101  -0.567  -3.782
O  -5.944  1.694  -0.312
C  2.194  0.531  5.398
H  -1.791  0.007  -3.704
C  -0.293  -0.005  -2.344
H  1.634  0.191  -5.393
C  2.473  -0.538  -2.767
N  2.376  0.045  4.047
H  -4.928  1.220  3.781
H  -3.532  2.137  1.008
N  -1.140  -0.769  -3.376
P  1.745  2.132  -2.654
C  1.604  -1.098  3.604
O  2.968  2.416  -3.663
C  3.262  0.635  3.170
N  -5.106  0.982  1.725
H  3.797  1.493  3.608
O  3.465  0.276  2.017
H  4.010  -1.562  -0.858
H  2.836  1.393  5.597
C  0.692  0.242  -4.671
H  -7.120  1.178  1.262
H  2.678  -2.806  -3.181
C  -3.726  1.101  1.300
C  -0.338  -0.486  -0.781
H  0.667  3.108  -2.805
H  1.102  -2.415  -2.223
C  3.132  -2.363  -0.975
F  0.918  -0.296  -0.020
C  -6.111  1.304  0.837
H  2.330  2.168  -1.306
C  2.222  -2.097  -2.337
C  -0.398  -0.997  -4.708
F  -0.891  -1.885  -0.640
C  1.126  0.335  -3.081
H  2.289  -1.897  3.305
H  -0.838  1.041  -2.314
H  -3.563  0.454  0.433
H  1.002  -0.807  2.738

For the HOMO-LUMO gap, the calculation gives 9.17 eV. Its total charge is 0.

---

The following is a DFT calculation (ωB97M-V with the def2-TZVPD basis set) of an isolated ion of composition C14H27F3N5 and charge +1.

Atoms and positions in Å:
C  -1.936  1.115  3.746
C  3.440  1.925  -2.875
H  -3.825  -0.931  1.196
N  0.456  0.484  -1.016
H  0.248  2.717  -0.641
C  -2.254  2.519  4.121
H  1.876  -4.568  -0.423
H  0.767  0.125  -0.064
H  -0.552  -2.794  -2.304
C  -1.670  1.695  0.037
F  -2.705  2.868  5.488
F  -2.082  3.625  3.147
C  1.230  -2.662  -0.838
H  4.533  1.507  -2.639
H  0.494  -4.511  -1.427
N  1.453  -4.123  -1.284
C  2.488  1.379  -1.613
H  3.437  3.090  -2.979
C  -0.367  1.752  -0.956
H  3.101  1.352  -3.854
H  -3.975  0.101  3.846
H  -2.774  -0.759  -1.192
C  -0.505  -0.614  -1.526
H  2.150  2.579  0.419
N  1.470  0.537  -1.957
H  -0.752  1.966  -2.057
C  -3.300  0.071  1.576
H  1.352  -2.869  1.298
H  -1.708  2.581  0.832
H  -2.622  1.879  -0.659
C  -1.784  -0.876  -0.535
H  -2.480  -1.078  3.439
H  -0.939  0.010  1.386
N  2.613  -2.060  -0.720
H  0.947  -1.853  -2.949
N  0.636  -2.745  0.549
F  -0.481  0.718  3.817
H  -1.824  -2.002  -0.141
H  2.528  -1.153  -0.197
H  -0.958  -0.153  -2.530
H  0.014  -3.609  0.523
C  -2.990  -0.024  3.217
H  2.875  -1.808  -1.720
H  3.163  1.003  0.641
C  2.924  1.881  -0.120
H  3.930  2.502  -0.206
H  -4.005  0.995  1.405
C  0.267  -1.990  -1.977
C  -1.907  0.206  0.716

For the HOMO-LUMO gap, the calculation gives 6.79 eV. Its total charge is +1.

---

The following is a DFT calculation (ωB97M-V with the def2-TZVPD basis set) of a 8-piece molecular cluster, C14H27F4N3O14 overall.

Atoms and positions in Å:
O  -0.261  -3.192  6.137
H  1.593  -2.734  0.199
H  -1.326  -2.665  1.990
O  -3.989  -0.817  -1.811
H  3.009  -3.406  -0.313
C  -0.490  -0.194  4.552
H  3.621  0.842  -1.703
C  -2.348  0.806  -4.312
O  -3.636  1.290  -2.451
H  -2.469  -2.845  -0.575
O  -2.984  -0.362  -3.763
O  5.146  -1.971  1.101
H  -1.151  0.204  -1.073
C  0.892  -0.693  4.140
O  -1.188  4.839  -2.440
C  -2.794  1.954  -3.371
H  -1.075  -3.101  3.641
H  2.499  -0.150  -0.744
O  -1.019  -1.946  0.068
C  0.771  5.348  -1.333
H  -0.599  1.002  0.401
H  -3.794  -2.852  -1.657
H  1.145  5.056  -0.357
H  4.732  1.638  0.460
H  0.197  -3.112  2.557
O  4.306  -0.867  -0.669
F  2.775  1.854  0.876
H  -1.011  -4.247  2.486
H  -3.482  -4.148  -0.632
H  1.581  -3.677  -1.195
H  -0.503  0.821  4.936
O  -0.085  6.479  -1.420
C  -0.011  4.206  -1.997
H  -1.137  -0.236  3.670
O  0.868  -2.031  4.571
H  0.493  3.790  -2.870
H  -1.913  2.363  -2.884
O  0.879  -1.274  0.994
C  -0.126  -2.197  5.510
N  1.994  -3.584  -0.270
H  1.572  5.581  -2.040
C  -3.512  -0.036  -2.579
O  3.990  -0.040  1.378
H  -2.495  0.886  -5.385
F  -0.418  3.183  -1.180
N  -3.056  -3.426  -1.215
F  1.900  0.000  4.732
H  -1.266  0.659  -4.223
C  -1.134  6.180  -2.241
H  1.915  -4.424  0.302
C  -0.123  -1.059  0.261
F  -3.561  2.843  -4.018
O  -1.876  6.978  -2.680
C  -0.314  0.301  -0.382
H  1.093  -0.632  3.075
O  -0.912  -1.114  5.549
H  -2.491  -3.844  -1.950
H  0.535  0.691  -0.933
C  4.563  -1.042  0.670
C  3.805  1.065  0.513
N  -0.811  -3.260  2.661
C  3.483  0.319  -0.761

For the HOMO-LUMO gap, the calculation gives 8.56 eV. As for the energy above the lowest of the compared OMol25 structures with the same formula, charge and spin: 0.0 kcal per mole. Its total charge is +2.